14 unconnected molecules or ions with the total composition C78H154N10O21. Source: the Open Molecules 2025 dataset; level of theory: ωB97M-V/def2-TZVPD.

Computed properties:
* frontier orbital gap: 0.1384 Ha
* total charge: +4
* strongest force on any atom: 4.021 eV Å⁻¹
* LUMO level: -8.0 eV

Cartesian coordinates (Å):
C1 13.60 -15.52 26.39
N1 12.25 -15.73 26.79
C2 11.40 -16.27 25.87
C3 10.04 -16.51 26.23
C4 9.60 -16.09 27.51
C5 10.52 -15.47 28.39
C6 11.84 -15.27 28.01
C7 8.19 -16.36 28.04
C8 7.70 -17.61 28.28
C9 6.43 -17.72 28.95
N2 5.76 -16.62 29.37
C10 6.24 -15.38 29.06
C11 7.52 -15.20 28.51
C12 4.59 -16.75 30.16
H1 13.98 -14.66 26.96
H2 13.69 -15.21 25.35
H3 14.15 -16.43 26.62
H4 11.93 -16.51 24.96
H5 9.56 -16.99 25.40
H6 10.24 -15.20 29.39
H7 12.67 -14.87 28.57
H8 8.21 -18.55 28.16
H9 6.07 -18.71 29.19
H10 5.61 -14.59 29.45
H11 8.04 -14.26 28.38
H12 4.65 -15.99 30.94
H13 4.56 -17.74 30.61
H14 3.70 -16.68 29.55
C13 10.94 -18.46 22.52
N3 11.61 -17.97 21.31
C14 12.24 -16.81 21.29
C15 12.66 -16.26 20.08
C16 12.53 -16.99 18.86
C17 11.83 -18.25 18.93
C18 11.32 -18.65 20.19
C19 13.09 -16.52 17.59
C20 13.85 -17.40 16.82
C21 14.40 -17.02 15.63
N4 14.21 -15.71 15.15
C22 13.58 -14.81 15.94
C23 13.01 -15.17 17.19
C24 14.67 -15.39 13.76
H15 9.89 -18.25 22.28
H16 11.36 -17.96 23.39
H17 11.29 -19.48 22.65
H18 12.35 -16.29 22.23
H19 13.19 -15.32 20.13
H20 11.80 -18.94 18.10
H21 10.71 -19.52 20.40
H22 13.91 -18.43 17.12
H23 14.77 -17.74 14.92
H24 13.61 -13.77 15.67
H25 12.55 -14.39 17.79
H26 14.30 -16.29 13.26
H27 15.75 -15.42 13.89
H28 14.22 -14.45 13.43
C25 12.94 -28.72 34.70
C26 13.87 -27.58 34.42
N5 13.70 -26.87 33.06
C27 12.26 -26.26 33.11
C28 14.89 -25.85 32.94
C29 16.38 -26.30 33.16
C30 13.79 -27.91 31.97
C31 13.97 -27.31 30.57
O1 13.05 -26.22 30.29
C32 13.40 -25.34 29.23
H29 13.31 -29.23 35.59
H30 12.85 -29.48 33.92
H31 11.91 -28.45 34.92
H32 14.88 -27.99 34.40
H33 13.65 -26.79 35.15
H34 12.11 -25.66 34.01
H35 11.56 -27.07 32.88
H36 12.25 -25.53 32.31
H37 14.56 -25.00 33.53
H38 14.84 -25.44 31.93
H39 17.08 -25.54 32.81
H40 16.67 -27.15 32.54
H41 16.61 -26.38 34.22
H42 12.83 -28.43 32.00
H43 14.59 -28.56 32.31
H44 13.76 -28.08 29.83
H45 14.98 -27.00 30.30
H46 13.60 -25.84 28.28
H47 14.35 -24.90 29.50
H48 12.66 -24.57 28.99
C33 7.65 -20.68 24.66
C34 7.10 -19.69 23.56
N6 5.63 -19.17 23.88
C35 5.21 -18.27 22.65
C36 4.46 -20.15 24.10
C37 4.48 -21.32 23.04
C38 5.83 -18.30 25.16
C39 4.59 -17.46 25.52
O2 3.54 -18.24 26.02
C40 2.43 -17.41 26.23
H49 8.16 -20.18 25.49
H50 8.34 -21.50 24.43
H51 6.82 -21.00 25.28
H52 6.97 -20.21 22.61
H53 7.72 -18.84 23.30
H54 5.95 -17.47 22.61
H55 4.14 -18.08 22.67
H56 5.47 -18.93 21.82
H57 3.46 -19.72 24.06
H58 4.56 -20.48 25.13
H59 5.45 -21.83 23.04
H60 4.29 -21.06 21.99
H61 3.76 -22.11 23.25
H62 6.68 -17.63 25.02
H63 5.87 -18.97 26.01
H64 4.29 -16.87 24.65
H65 5.01 -16.76 26.23
H66 1.53 -17.84 26.65
H67 2.16 -16.94 25.28
H68 2.71 -16.55 26.85
C41 14.87 -21.28 26.87
C42 13.85 -22.42 26.71
N7 12.76 -22.10 25.65
C43 13.46 -21.99 24.26
C44 11.88 -23.43 25.54
C45 12.51 -24.57 24.68
C46 12.02 -20.79 25.86
C47 11.09 -20.83 27.07
O3 10.74 -19.54 27.68
C48 11.91 -18.83 28.22
H69 14.27 -20.48 27.29
H70 15.28 -20.98 25.91
H71 15.69 -21.53 27.56
H72 13.42 -22.56 27.71
H73 14.36 -23.37 26.53
H74 12.72 -22.16 23.47
H75 14.37 -22.57 24.14
H76 13.76 -20.96 24.04
H77 11.00 -23.02 25.03
H78 11.67 -23.79 26.54
H79 12.65 -24.32 23.63
H80 12.04 -25.55 24.72
H81 13.50 -24.82 25.06
H82 11.40 -20.73 24.97
H83 12.79 -20.01 25.87
H84 11.44 -21.51 27.86
H85 10.15 -21.23 26.68
H86 12.68 -18.60 27.49
H87 12.50 -19.42 28.92
H88 11.65 -17.92 28.76
C49 7.29 -24.26 32.31
O4 8.41 -23.62 31.76
C50 9.49 -23.38 32.69
C51 10.43 -22.14 32.36
N8 9.70 -20.86 32.20
H89 9.13 -20.97 31.37
H90 9.09 -20.73 33.00
C52 10.60 -19.68 31.98
C53 9.92 -18.42 31.43
O5 9.41 -17.76 32.57
C54 8.85 -16.47 32.31
H91 6.45 -24.25 31.62
H92 6.88 -23.62 33.10
H93 7.45 -25.30 32.61
H94 10.12 -24.27 32.70
H95 9.05 -23.25 33.68
H96 11.00 -22.29 31.44
H97 11.17 -21.93 33.13
H98 11.30 -20.03 31.23
H99 11.12 -19.45 32.91
H100 9.27 -18.68 30.59
H101 10.55 -17.70 30.92
H102 7.87 -16.60 31.85
H103 9.50 -15.76 31.80
H104 8.63 -16.05 33.29
C55 18.63 -18.78 27.47
O6 19.03 -20.01 26.84
C56 19.46 -21.10 27.70
C57 20.07 -22.17 26.82
N9 19.09 -23.00 25.91
H105 19.55 -23.60 25.25
H106 18.57 -23.65 26.50
C58 18.23 -22.08 25.02
C59 17.39 -22.80 23.91
O7 16.41 -23.73 24.45
C60 16.72 -25.15 24.36
H107 19.49 -18.14 27.64
H108 18.18 -19.03 28.43
H109 18.02 -18.21 26.78
H110 18.63 -21.47 28.30
H111 20.20 -20.86 28.46
H112 20.59 -22.92 27.42
H113 20.83 -21.65 26.23
H114 18.91 -21.43 24.46
H115 17.63 -21.50 25.72
H116 18.04 -23.26 23.16
H117 16.99 -22.03 23.24
H118 17.75 -25.36 24.63
H119 16.62 -25.40 23.30
H120 16.00 -25.60 25.03
C61 9.47 -26.30 27.24
O8 9.94 -26.71 28.54
C62 9.45 -25.79 29.55
C63 9.47 -26.57 30.87
N10 8.69 -27.92 30.63
H121 8.93 -28.16 29.68
H122 9.08 -28.71 31.12
C64 7.12 -27.87 30.71
C65 6.49 -28.87 29.71
O9 6.70 -28.53 28.45
C66 5.77 -27.54 27.98
H123 8.40 -26.52 27.24
H124 9.73 -26.89 26.35
H125 9.58 -25.23 27.05
H126 8.40 -25.52 29.42
H127 9.97 -24.84 29.68
H128 9.18 -26.16 31.84
H129 10.49 -26.95 30.99
H130 6.72 -26.86 30.62
H131 7.12 -28.22 31.74
H132 5.46 -29.14 29.96
H133 7.09 -29.78 29.71
H134 4.76 -27.95 27.90
H135 6.07 -27.19 26.99
H136 5.81 -26.63 28.57
C67 10.66 -23.85 21.14
C68 10.14 -22.44 21.48
O10 9.52 -21.79 20.61
O11 10.35 -21.91 22.59
H137 11.08 -24.45 21.94
H138 11.48 -23.78 20.43
H139 9.97 -24.37 20.47
C69 7.48 -22.81 28.56
C70 7.14 -21.32 28.75
O12 6.31 -20.83 27.93
O13 7.58 -20.72 29.75
H140 6.52 -23.31 28.46
H141 8.12 -23.09 29.40
H142 8.07 -22.96 27.66
C71 15.95 -18.60 23.98
C72 14.70 -17.69 23.86
O14 13.61 -18.12 24.32
O15 14.82 -16.50 23.58
H143 15.82 -19.25 24.84
H144 16.87 -18.03 24.13
H145 16.06 -19.26 23.12
C73 15.43 -18.19 28.76
C74 14.92 -17.01 29.63
O16 14.20 -17.28 30.61
O17 15.13 -15.87 29.31
H146 14.84 -18.33 27.86
H147 15.70 -19.16 29.17
H148 16.40 -17.79 28.46
C75 15.59 -21.81 30.95
C76 14.11 -22.14 31.20
O18 13.32 -22.17 30.23
O19 13.90 -22.34 32.40
H149 15.85 -21.77 29.89
H150 16.34 -22.52 31.31
H151 15.75 -20.83 31.40
C77 14.32 -20.70 20.60
C78 14.52 -20.63 19.09
O20 13.57 -21.06 18.38
O21 15.52 -20.10 18.62
H152 14.99 -21.44 21.03
H153 13.28 -20.94 20.82
H154 14.58 -19.76 21.09

Löwdin population analysis, charges in e, atoms 1 to 99: number 1, C, carries 0.01; number 2, N, carries -0.07; number 3, C, carries 0.04; number 4, C, carries 0.06; number 5, C, carries -0.12; number 6, C, carries 0.03; number 7, C, carries 0.06; number 8, C, carries -0.14; number 9, C, carries 0.05; number 10, C, carries 0.06; number 11, N, carries -0.10; number 12, C, carries 0.03; number 13, C, carries 0.06; number 14, C, carries 0.01; number 15, H, carries 0.12; number 16, H, carries 0.10; number 17, H, carries 0.11; number 18, H, carries 0.11; number 19, H, carries 0.11; number 20, H, carries 0.12; number 21, H, carries 0.15; number 22, H, carries 0.11; number 23, H, carries 0.12; number 24, H, carries 0.15; number 25, H, carries 0.13; number 26, H, carries 0.12; number 27, H, carries 0.12; number 28, H, carries 0.11; number 29, C, carries 0.03; number 30, N, carries -0.08; number 31, C, carries 0.00; number 32, C, carries 0.06; number 33, C, carries -0.09; number 34, C, carries 0.10; number 35, C, carries 0.04; number 36, C, carries -0.13; number 37, C, carries 0.06; number 38, C, carries 0.06; number 39, N, carries -0.09; number 40, C, carries 0.01; number 41, C, carries 0.06; number 42, C, carries 0.06; number 43, H, carries 0.10; number 44, H, carries 0.06; number 45, H, carries 0.09; number 46, H, carries 0.13; number 47, H, carries 0.13; number 48, H, carries 0.13; number 49, H, carries 0.13; number 50, H, carries 0.12; number 51, H, carries 0.16; number 52, H, carries 0.14; number 53, H, carries 0.13; number 54, H, carries 0.11; number 55, H, carries 0.12; number 56, H, carries 0.11; number 57, C, carries -0.07; number 58, C, carries -0.17; number 59, N, carries -0.23; number 60, C, carries 0.03; number 61, C, carries -0.10; number 62, C, carries -0.03; number 63, C, carries -0.08; number 64, C, carries -0.15; number 65, O, carries -0.23; number 66, C, carries -0.09; number 67, H, carries 0.10; number 68, H, carries 0.08; number 69, H, carries 0.08; number 70, H, carries 0.13; number 71, H, carries 0.14; number 72, H, carries 0.12; number 73, H, carries 0.08; number 74, H, carries 0.09; number 75, H, carries 0.13; number 76, H, carries 0.10; number 77, H, carries 0.09; number 78, H, carries 0.08; number 79, H, carries 0.08; number 80, H, carries 0.12; number 81, H, carries 0.14; number 82, H, carries 0.13; number 83, H, carries 0.12; number 84, H, carries 0.09; number 85, H, carries 0.09; number 86, H, carries 0.07; number 87, C, carries -0.04; number 88, C, carries -0.10; number 89, N, carries -0.21; number 90, C, carries 0.05; number 91, C, carries -0.13; number 92, C, carries -0.03; number 93, C, carries -0.08; number 94, C, carries -0.24; number 95, O, carries -0.17; number 96, C, carries -0.09; number 97, H, carries 0.05; number 98, H, carries 0.07; number 99, H, carries 0.06